(1)
The following is a DFT calculation (ωB97M-V/def2-TZVPD) of a molecular structure, C41H43CrN8O.

Calculated values
**HOMO-LUMO gap (alpha / beta)**: 7.719 / 7.840 eV
**Energy relative to the best compared isomer or geometry (same formula, charge and spin)**: 51.6 kJ/mol
**Multiplicity**: 5
**Charge**: +1

```
94
Properties=species:S:1:pos:R:3:forces:R:3
Cr 1.1206 -1.3122 -2.6742 -1.1 1.6 2.2
C -0.3728 -0.4336 0.3893 -0.4 0.4 0.0
O 0.2579 -0.6743 -0.8152 0.8 -1.2 -1.5
H -0.6776 -1.2696 1.0477 0.8 -0.5 -0.3
H 0.2668 0.2448 0.9775 -0.3 0.0 0.3
H -1.3706 0.0188 0.2451 0.3 0.5 -0.1
N 0.8166 0.4593 -3.9144 1.1 1.2 -1.7
C 1.3579 0.6194 -5.1653 -0.3 -1.4 1.0
C 1.4522 1.8202 -5.7935 0.8 1.3 0.1
C 1.1012 2.9947 -5.1025 -1.0 -0.4 -1.3
C 0.4083 2.8686 -3.9309 1.0 -0.2 1.3
C 0.3765 1.6039 -3.3664 -1.4 -1.8 0.9
H 1.7096 -0.3196 -5.5802 0.1 0.2 -0.4
H 1.9301 1.9464 -6.7552 -0.1 -0.4 -0.1
H 1.1734 3.9428 -5.6200 0.3 0.1 0.2
H 0.1072 3.6878 -3.2866 -0.3 0.1 -0.3
H -0.1692 1.3393 -2.4628 0.2 0.8 0.3
N -0.7846 -2.1404 -3.3095 -0.6 0.1 -0.5
C -1.1779 -2.3030 -4.5986 0.4 0.6 0.2
C -2.4520 -2.6542 -4.9904 -0.1 -0.7 0.3
C -3.4203 -2.9016 -4.0074 0.5 0.7 -0.5
C -3.0399 -2.7100 -2.6996 -0.6 -0.3 -0.1
C -1.7515 -2.3320 -2.4017 0.5 -0.5 1.0
H -0.4498 -2.0437 -5.3572 0.1 -0.2 0.0
H -2.6264 -2.8663 -6.0353 -0.2 0.3 0.0
H -4.4479 -3.1405 -4.2439 0.1 -0.2 -0.2
H -3.7570 -2.9200 -1.9167 0.2 0.2 0.2
H -1.4830 -2.2871 -1.3528 0.3 0.4 -0.1
N 3.1938 -0.5568 -1.9136 -0.5 -1.4 -0.6
C 3.5796 -0.7976 -0.6502 0.2 1.2 0.4
C 4.8474 -0.4498 -0.1992 0.7 -1.2 -0.5
C 5.7974 0.0087 -1.1092 -0.9 2.1 0.3
C 5.3566 0.3590 -2.3803 0.6 -1.4 -0.3
C 4.1154 -0.0899 -2.7718 -0.4 0.4 0.0
H 2.8567 -1.1315 0.0820 -0.3 -0.2 -0.4
H 5.1666 -0.7171 0.7990 -0.3 0.2 0.1
H 6.7526 0.4094 -0.7931 0.2 -0.6 0.2
H 6.0394 0.7345 -3.1299 0.0 0.2 0.1
H 3.8591 -0.0667 -3.8242 -0.3 0.3 0.1
N -0.2093 2.1949 5.2302 -0.8 0.4 -0.4
C 0.5736 2.6972 6.1633 1.2 -0.4 -0.3
C 1.9777 2.6162 6.0590 -1.1 -0.1 0.1
C 2.5121 2.0034 4.9423 0.5 0.3 -0.1
C 1.6807 1.5485 3.9129 -0.2 0.6 0.3
C 0.3235 1.7030 4.1058 -0.1 -0.3 0.8
H 0.1135 3.1667 7.0227 -0.1 -0.1 0.0
H 2.5854 3.0002 6.8657 0.2 0.0 -0.1
H 3.5940 1.9833 4.8963 0.0 -0.3 -0.3
H 2.0005 1.1379 2.9656 0.5 0.0 0.1
H -0.3975 1.3666 3.3706 0.0 -0.1 -0.1
N -4.3230 3.5896 -1.2575 0.1 0.2 -0.1
C -4.0209 3.2701 -0.0042 -0.7 -0.5 -0.1
C -3.9374 1.9528 0.4370 0.3 -0.2 0.3
C -3.9316 0.9175 -0.4894 0.5 0.4 -1.2
C -4.1151 1.2794 -1.8234 -0.9 0.7 -0.9
C -4.4277 2.5977 -2.1443 0.8 0.5 0.9
H -3.8930 4.0844 0.6981 -0.1 0.1 0.0
H -3.8367 1.7736 1.4999 0.2 -0.1 0.0
H -3.6272 -0.1046 -0.3119 -0.4 -0.1 0.6
H -4.1603 0.6681 -2.7192 0.3 -0.8 0.6
H -4.6461 2.9333 -3.1499 -0.1 -0.3 -0.1
N -0.4653 4.7594 -0.7681 -0.6 0.3 -0.2
C -0.4228 3.5800 -0.1611 1.1 -0.8 -0.3
C -0.3154 3.3598 1.1962 -0.4 1.2 0.2
C -0.4528 4.4977 1.9975 0.7 0.0 0.5
C -0.4598 5.7415 1.4007 -0.4 0.7 -1.1
C -0.5093 5.8447 0.0081 0.6 -0.9 0.4
H -0.2719 2.7002 -0.7822 -0.3 0.1 -0.3
H -0.0289 2.3816 1.5411 -0.5 -0.1 0.2
H -0.4473 4.5104 3.0818 0.1 -0.5 0.0
H -0.3808 6.6804 1.9334 -0.3 -0.2 0.4
H -0.4827 6.8076 -0.4832 -0.1 0.0 -0.1
N -3.6488 -4.1791 1.7620 0.3 -0.2 -0.2
C -2.4474 -3.6361 1.8028 1.4 0.7 -0.4
C -1.3086 -4.1236 1.1290 -0.7 -1.3 0.2
C -1.4760 -5.2776 0.3775 -0.5 -0.3 -0.7
C -2.7573 -5.8306 0.2337 0.2 0.9 0.4
C -3.7676 -5.2668 0.9889 -0.7 0.4 -0.7
H -2.3119 -2.6689 2.2785 -0.4 -0.1 0.5
H -0.3065 -3.7379 1.2325 -0.2 0.5 0.1
H -0.6682 -5.7210 -0.1929 0.2 0.1 0.1
H -3.0463 -6.5519 -0.5166 0.4 -0.4 0.2
H -4.7891 -5.5823 0.7981 0.0 -0.3 0.4
N 3.1294 -4.1923 4.2328 -1.4 -1.3 -0.1
C 2.7956 -3.3667 5.2212 1.6 0.7 -0.5
C 2.2811 -2.0987 4.9773 -0.7 -0.4 0.5
C 1.8361 -1.7965 3.7027 -0.3 -0.6 0.1
C 1.9186 -2.7904 2.7302 0.1 -0.1 0.0
C 2.5434 -3.9991 3.0494 0.7 1.4 0.0
H 3.1612 -3.6718 6.1951 -0.1 0.2 0.1
H 2.0994 -1.4230 5.8035 0.1 0.1 0.0
H 1.3023 -0.8689 3.5760 0.2 0.1 -0.4
H 1.5417 -2.6551 1.7231 -0.2 0.2 0.1
H 2.6581 -4.7446 2.2724 0.2 -0.2 0.1
```
Forces are in eV/Å.

***

(2)
The following is a DFT calculation (ωB97M-V/def2-TZVPD) of a molecular structure, C41H44AsN6PtS.

Calculated values
**HOMO-LUMO gap**: 5.003 eV
**Charge**: +1

```
94
Properties=species:S:1:pos:R:3:forces:R:3
Pt 1.0103 -0.8720 0.0719 0.0 0.2 0.2
C 2.2493 -0.7981 4.1955 0.0 0.2 -0.1
C 1.9971 -2.0982 4.5774 -0.1 -0.2 0.0
C 1.4930 -2.9988 3.6412 0.1 0.0 0.2
C 1.2267 -2.5523 2.3689 -0.1 -0.3 -0.4
N 1.4168 -1.2561 2.0287 0.1 0.1 -0.2
C 1.9507 -0.4065 2.8971 -0.1 0.0 0.1
C 0.7844 -3.4375 1.2445 0.2 0.1 0.4
C 0.2962 -4.7327 1.3174 0.0 0.0 0.0
C -0.1117 -5.3481 0.1413 0.0 0.0 0.0
C -0.0564 -4.6735 -1.0744 0.0 0.0 0.0
C 0.4476 -3.3861 -1.0832 0.0 0.1 -0.4
N 0.8827 -2.8442 0.0563 -0.2 0.3 -0.2
C 0.4984 -2.4373 -2.2433 0.1 -0.3 0.4
C 0.4404 -2.8334 -3.5566 -0.1 0.0 -0.2
C 0.5236 -1.8640 -4.5563 0.0 -0.2 0.0
C 0.6644 -0.5406 -4.2038 0.0 0.2 0.1
C 0.7342 -0.2038 -2.8561 -0.2 0.0 -0.1
N 0.6557 -1.1323 -1.9105 0.2 0.1 0.2
H 2.6747 -0.0804 4.8821 0.0 0.0 0.0
H 2.2015 -2.4237 5.5882 0.0 0.0 0.0
H 1.3304 -4.0358 3.8993 0.0 0.0 0.0
H 2.1245 0.5939 2.5260 -0.1 0.0 0.0
H 0.1932 -5.2341 2.2691 0.0 0.0 0.0
H -0.5146 -6.3512 0.1768 0.0 0.0 0.0
H -0.4390 -5.1253 -1.9786 0.0 0.0 0.0
H 0.3463 -3.8822 -3.8013 0.0 0.0 0.0
H 0.4875 -2.1547 -5.5975 0.0 0.0 0.0
H 0.7313 0.2399 -4.9479 0.0 0.0 0.0
H 0.8567 0.8138 -2.5086 0.0 0.0 0.0
C -3.0284 6.4521 3.4527 0.0 0.0 0.0
C -2.5776 5.1193 2.9173 0.0 0.0 0.0
C -1.3647 4.5620 3.2906 0.0 0.0 0.0
C -0.9353 3.3375 2.7914 0.0 0.0 0.0
C 0.3521 2.7621 3.3236 0.0 0.0 0.0
C -1.7257 2.6609 1.8468 -0.1 0.1 -0.3
As -1.0151 0.9325 1.2357 0.1 -0.2 0.1
N 0.5723 1.1152 0.2460 0.1 0.1 0.3
C 1.3296 2.1912 -0.1907 -0.3 -0.2 -0.1
C 0.8903 3.5234 -0.1358 0.0 0.2 0.1
C 1.6842 4.5561 -0.6100 0.0 0.0 0.0
C 2.9336 4.3170 -1.1679 -0.1 0.0 0.0
C 3.3684 3.0028 -1.2487 0.0 0.0 0.0
C 2.5848 1.9606 -0.7735 0.2 0.0 -0.1
C -2.0622 0.2423 -0.2943 -0.1 0.1 0.0
C -2.5129 -1.0809 -0.2037 0.0 0.0 0.0
C -2.4769 -1.8903 1.0737 0.0 0.0 0.0
C -3.0634 -1.6994 -1.3283 0.1 0.0 0.0
C -3.2066 -1.0330 -2.5342 0.0 0.0 0.0
C -3.8594 -1.6909 -3.7210 0.1 0.0 0.0
C -2.7781 0.2902 -2.5988 0.0 0.0 0.0
C -2.2051 0.9338 -1.5093 0.0 0.0 0.0
C -1.7762 2.3664 -1.6749 0.1 0.0 -0.1
C -3.0057 3.1544 1.5440 0.0 0.0 -0.1
C -4.0215 2.4264 0.6946 -0.1 0.0 0.1
C -3.3922 4.3823 2.0703 0.0 0.0 0.0
H -2.2630 6.9054 4.0807 0.0 0.0 0.0
H -3.9362 6.3470 4.0488 0.0 0.0 0.0
H -3.2522 7.1431 2.6388 0.0 0.0 0.0
H -0.7366 5.0847 4.0042 0.0 0.0 0.0
H 0.6719 3.3138 4.2072 0.0 0.0 0.0
H 1.1583 2.8073 2.5894 0.0 0.0 -0.1
H 0.2060 1.7188 3.6128 0.0 0.0 0.0
H -0.0834 3.7543 0.2719 0.0 0.0 0.0
H 1.3092 5.5704 -0.5426 0.0 0.0 0.0
H 3.5489 5.1309 -1.5253 0.0 0.0 0.0
H 4.3373 2.7776 -1.6788 0.0 0.0 0.0
H 2.9555 0.9442 -0.8281 0.0 0.0 0.0
H -1.6524 -1.6065 1.7271 0.0 0.0 0.0
H -2.4042 -2.9563 0.8442 0.0 0.0 0.0
H -3.3967 -1.7464 1.6459 0.0 0.0 0.0
H -3.4014 -2.7286 -1.2473 0.0 0.0 0.0
H -3.9649 -2.7654 -3.5732 0.0 0.0 0.0
H -3.2868 -1.5228 -4.6346 0.0 0.0 0.0
H -4.8570 -1.2803 -3.8863 0.0 0.0 0.0
H -2.9057 0.8427 -3.5252 0.0 0.0 0.0
H -2.3056 2.8253 -2.5105 0.0 0.0 0.0
H -0.7061 2.4518 -1.8668 0.0 0.0 0.0
H -1.9760 2.9557 -0.7811 0.1 0.0 -0.1
H -3.9064 1.3462 0.7315 -0.1 0.1 0.0
H -3.9655 2.7239 -0.3549 -0.1 0.0 0.1
H -5.0241 2.6646 1.0489 0.0 0.0 0.0
H -4.3744 4.7673 1.8145 0.0 0.0 0.0
C 4.2379 -4.8841 -1.3197 0.0 0.0 0.0
N 4.1424 -3.6887 -0.5076 -0.1 0.1 0.1
C 4.3973 -2.4327 -0.9282 0.0 0.0 -0.1
N 4.7034 -2.3053 -2.2399 -0.1 0.1 0.1
S 4.3004 -1.1031 0.0877 0.2 -0.3 0.0
H 4.1223 -5.7519 -0.6763 0.0 0.0 0.0
H 5.2154 -4.9628 -1.8003 0.0 0.0 0.0
H 3.4604 -4.9186 -2.0880 0.0 0.0 0.0
H 3.9049 -3.7635 0.4667 0.1 0.0 0.0
H 4.9030 -3.0972 -2.8243 0.0 0.0 0.0
H 5.0200 -1.3999 -2.5409 0.0 0.0 0.0
```
Forces are in eV/Å.

***

(3)
The following is a DFT calculation (ωB97M-V/def2-TZVPD) of a molecular structure, C41H44BN5O8PS2Y.

Calculated values
**HOMO-LUMO gap (alpha / beta)**: 5.754 / 4.117 eV
**Energy relative to the best compared isomer or geometry (same formula, charge and spin)**: 25.0 kJ/mol
**Charge**: -2

```
103
Properties=species:S:1:pos:R:3:forces:R:3
Y -0.1640 -1.3978 0.6984 0.6 -0.3 0.5
C -0.8752 -4.7269 -2.5303 -0.1 0.1 -0.1
C -0.5976 -4.3706 -1.0907 0.8 -0.1 0.0
S -1.8719 -3.8549 -0.1232 -0.2 0.1 -0.1
C 0.7514 -4.4440 -0.6355 -0.7 0.0 -0.5
C 1.8129 -4.8308 -1.6336 0.1 0.0 0.0
S 1.2283 -4.0185 0.9188 0.0 0.1 0.3
H -1.9340 -4.6090 -2.7488 0.0 0.0 0.0
H -0.5775 -5.7516 -2.7681 0.0 0.0 0.0
H -0.3142 -4.0695 -3.2005 0.0 0.0 0.0
H 1.5472 -5.7059 -2.2288 -0.1 0.0 0.0
H 2.7556 -5.0218 -1.1240 0.0 0.0 0.0
H 1.9669 -3.9995 -2.3295 0.0 0.0 0.0
N -1.1143 0.4776 2.3068 -0.1 0.0 -0.2
C -1.3311 -0.0803 3.6368 0.0 0.1 0.2
C -2.1559 -1.3475 3.5075 -0.1 -0.1 0.1
N -1.4447 -2.2963 2.6615 0.0 -0.1 0.1
H -0.4690 1.2578 2.3316 0.0 0.0 0.0
H -1.9870 0.7759 1.8864 0.0 0.1 0.1
H -1.8195 0.6175 4.3347 0.0 0.0 -0.1
H -0.3477 -0.3316 4.0351 0.0 0.0 0.0
H -3.1023 -1.1196 3.0116 0.0 0.0 0.0
H -2.3928 -1.7467 4.5064 0.1 0.0 -0.1
H -1.9989 -3.0959 2.3881 0.0 0.0 0.0
H -0.5640 -2.6096 3.0637 -0.1 0.0 0.2
N 1.2627 -1.1797 2.4680 0.4 0.0 0.0
P 2.5219 -0.3202 2.6184 -0.3 -0.2 -0.2
C 3.6293 -0.2183 1.1669 0.2 0.3 0.0
C 4.3087 0.9376 0.7805 0.0 0.1 0.1
C 5.0467 0.9777 -0.3943 0.0 0.0 0.0
C 5.1281 -0.1497 -1.1982 0.0 0.0 0.0
C 4.4832 -1.3143 -0.8078 0.1 0.0 0.0
C 3.7444 -1.3493 0.3643 -0.1 -0.2 -0.1
C 3.6471 -0.8528 3.9633 0.2 0.1 -0.1
C 4.8656 -0.2239 4.2075 0.1 0.0 0.0
C 5.6954 -0.6605 5.2260 0.0 -0.1 0.1
C 5.3141 -1.7443 6.0110 0.1 0.0 0.0
C 4.1081 -2.3812 5.7665 0.0 0.0 0.0
C 3.2790 -1.9352 4.7452 -0.1 -0.1 0.0
C 2.2078 1.4385 3.0661 0.0 0.0 0.1
C 2.2514 1.8621 4.3917 0.1 0.0 0.1
C 1.8140 3.1299 4.7527 0.0 0.0 0.0
C 1.3211 3.9948 3.7886 0.0 0.1 -0.1
C 1.2587 3.5818 2.4633 0.0 0.0 0.0
C 1.6925 2.3141 2.1065 0.0 0.0 -0.1
H 4.2480 1.8383 1.3787 -0.1 0.0 0.0
H 5.5246 1.9006 -0.6976 0.0 0.0 0.0
H 5.6657 -0.1109 -2.1377 0.0 0.0 0.0
H 4.5163 -2.1947 -1.4373 0.0 0.0 0.0
H 3.2045 -2.2552 0.6161 0.0 0.0 0.1
H 5.1766 0.6128 3.5914 0.0 0.0 0.0
H 6.6413 -0.1647 5.4055 0.0 0.0 0.0
H 5.9630 -2.0951 6.8047 0.0 0.0 0.0
H 3.8127 -3.2337 6.3662 0.0 0.0 0.0
H 2.3371 -2.4257 4.5254 0.0 0.0 0.0
H 2.6282 1.1965 5.1600 0.0 0.0 0.0
H 1.8563 3.4399 5.7904 0.0 0.0 0.0
H 0.9797 4.9853 4.0642 0.0 0.0 0.0
H 0.8701 4.2364 1.6938 0.0 0.1 0.0
H 1.5933 1.9971 1.0745 0.1 -0.1 0.0
O 1.0371 -1.3790 -1.3377 -0.1 -0.1 -0.3
C 1.1704 -0.1178 -1.3267 0.2 -0.1 0.3
O 0.7307 0.5538 -0.3508 -0.2 0.2 0.0
C 1.9417 0.5553 -2.4157 0.0 -0.3 0.0
C 2.5756 -0.2511 -3.3758 -0.2 0.4 0.2
C 3.3653 0.4221 -4.2858 0.6 -0.7 -0.9
C 3.5746 1.7798 -4.3322 -0.2 0.3 0.3
C 2.9205 2.5682 -3.3571 0.1 -0.2 -0.1
C 2.1025 1.9225 -2.4048 0.0 0.2 0.2
N 3.1062 3.9386 -3.3331 -0.2 -0.2 -0.1
O 2.5161 4.6300 -2.4534 -0.2 0.1 0.4
O 3.8394 4.4704 -4.2197 0.3 0.1 -0.3
N 4.0902 -0.4125 -5.3167 -0.3 0.5 0.4
O 4.8097 0.1578 -6.1195 -0.1 -0.1 0.1
O 3.9241 -1.6175 -5.2958 0.0 0.0 0.0
H 2.4634 -1.3204 -3.3731 0.0 0.0 0.0
H 4.2080 2.2605 -5.0580 0.0 -0.1 0.0
H 1.6234 2.5290 -1.6504 0.0 -0.1 0.0
C -8.5018 0.9700 -3.0794 0.0 0.0 0.0
C -7.1808 1.7473 -3.1594 0.0 0.0 0.0
C -6.6268 1.5972 -4.5746 0.0 0.0 -0.1
C -7.4604 3.2360 -2.9133 0.0 0.0 0.0
C -6.2098 1.2212 -2.0997 0.0 0.0 0.0
C -6.5694 1.2883 -0.7520 0.0 0.0 -0.1
C -5.7378 0.8301 0.2694 0.0 0.0 0.0
C -4.5217 0.2988 -0.0950 -0.1 -0.1 0.0
O -3.5301 -0.2169 0.6752 0.1 0.0 -0.1
B -2.4369 -0.6210 -0.2103 -0.8 0.3 -0.4
O -2.9192 -0.3250 -1.5311 0.1 -0.1 0.2
C -4.1505 0.2244 -1.4270 0.0 0.0 -0.2
C -4.9679 0.6740 -2.4436 0.0 0.0 0.1
H -9.2033 1.3291 -3.8378 0.0 0.0 0.0
H -8.9720 1.0858 -2.1030 0.0 0.0 0.0
H -8.3355 -0.0958 -3.2426 0.0 0.0 0.0
H -7.3510 1.9877 -5.2937 0.0 0.0 0.0
H -6.4368 0.5530 -4.8266 0.0 0.0 0.0
H -5.6954 2.1487 -4.7068 0.0 0.0 0.0
H -8.1617 3.6196 -3.6596 0.0 0.0 0.0
H -6.5415 3.8204 -2.9743 0.0 0.0 0.0
H -7.8927 3.4019 -1.9269 0.0 0.0 0.0
H -7.5287 1.7124 -0.4831 0.0 0.0 0.0
H -6.0388 0.8905 1.3069 0.0 0.0 0.0
H -4.6261 0.5980 -3.4648 0.0 0.0 0.0
```
Forces are in eV/Å.